Entry 1:
{"formula": "C3H2NaO4", "method": "ωB97M-V/def2-TZVPD", "symbols": ["H", "O", "C", "C", "O", "C", "O", "O", "Na", "H"], "positions_angstrom": [[1.3494, -2.7505, -1.0668], [1.0516, -0.2845, -1.5834], [1.7273, -1.0707, -2.3316], [1.6818, -2.4835, -2.1730], [2.7248, -3.1829, -2.0074], [-1.3774, 1.6264, 3.5221], [-1.7730, 2.1819, 4.4491], [-0.9438, 1.0551, 2.6063], [0.0872, 0.0697, 0.4428], [2.4984, -0.6570, -3.0056]], "forces_ev_per_a": [[-2.6, 0.9, -1.5], [-0.3, 0.2, -0.1], [0.0, 0.3, 0.1], [0.7, 0.0, 5.7], [2.1, -1.0, -3.2], [0.1, 0.1, 0.4], [-0.1, 0.0, -0.2], [0.0, -0.1, -0.4], [0.4, -0.3, -0.8], [-0.3, 0.0, 0.0]], "energy_ev": -15747.4476, "lumo_energy_ha": [-0.0418, -0.0419], "homo_ev": [-5.8, -6.9], "e_above_lowest_kj_mol": 0.0, "s2": 0.764, "homo_lumo_gap_ev": [4.64, 5.77], "spin_multiplicity": 2}

Entry 2:
{"formula": "C6H6O3", "method": "ωB97M-V/def2-TZVPD", "symbols": ["C", "C", "C", "C", "C", "C", "O", "O", "O", "H", "H", "H", "H", "H", "H"], "positions_angstrom": [[-0.5634, -0.3270, 0.0300], [-0.5351, 1.0971, 0.0991], [-1.6274, -1.1446, -0.2273], [-2.6855, 0.8403, -0.0911], [0.5651, 0.2986, -0.5972], [1.8155, 0.5886, 0.1317], [-2.8159, -0.5446, -0.0934], [-1.6578, -2.3719, -0.7079], [-3.5926, 1.3751, 0.6488], [0.6012, 0.0527, -1.6440], [1.8106, 1.5410, 0.7001], [2.7413, 0.6888, -0.3371], [1.8682, -0.1502, 1.0067], [-2.5838, -2.7074, -0.8098], [-4.0455, 0.7037, 1.1941]], "forces_ev_per_a": [[-0.8, -0.6, 0.5], [-2.4, -1.2, 0.5], [1.4, 1.6, 0.7], [0.5, 0.1, -1.9], [0.3, 0.0, -1.3], [0.1, -0.5, 4.0], [-0.5, 0.8, 0.7], [-0.8, -1.2, -0.4], [-0.2, -0.2, 0.7], [0.3, 0.6, -0.5], [-0.7, -0.2, -0.4], [1.3, -0.6, -1.5], [0.5, 0.7, -1.3], [1.1, 0.6, 0.2], [-0.1, 0.1, 0.1]], "energy_ev": -12453.8846, "lumo_energy_ha": 0.0073, "homo_ev": -7.7, "e_above_lowest_kj_mol": 696.5, "homo_lumo_gap_ev": 7.91}